This record from the Open Molecules 2025 dataset describes 2 unconnected molecules or ions with the total composition C4H11N2O. The level of theory is ωB97M-V/def2-TZVPD.

XYZ file:
```
18
Properties=species:S:1:pos:R:3:lowdin_charge:R:1
C -2.344 -0.820 -0.957 -0.1049
C -1.110 -0.295 -0.928 -0.1939
N -0.712 0.819 -0.302 0.1260
N -2.578 -2.013 -1.803 0.1728
H -3.233 -0.414 -0.505 0.1193
H -0.330 -0.820 -1.482 0.1354
H 0.244 0.957 0.000 0.0687
H -1.407 1.405 0.133 0.1227
H -2.936 -1.770 -2.732 0.1723
H -3.269 -2.625 -1.366 0.1714
H -1.715 -2.543 -1.944 0.1664
C 2.590 1.297 2.560 0.0390
C 2.112 0.550 1.588 -0.2959
O 2.302 0.846 0.251 -0.0464
H 2.234 1.138 3.568 0.0646
H 3.339 2.051 2.378 0.0727
H 1.464 -0.302 1.797 0.1076
H 2.442 0.037 -0.257 0.1023
```

Calculated values
Relative energy (zero: lowest compared OMol25 entry of this formula, charge and spin), kcal per mole: 66.9
Charge: +1
E_LUMO, eV: -3.60
Frontier orbital gap, eV: 8.649

=====

This record from the Open Molecules 2025 dataset describes 2 unconnected molecules or ions with the total composition C4H11N2O at a distorted geometry. The level of theory is ωB97M-V/def2-TZVPD.

XYZ file:
```
18
Properties=species:S:1:pos:R:3:lowdin_charge:R:1
O -0.972 -2.038 -0.766 0.0028
C -1.940 -1.306 -0.858 -0.2618
C -2.183 -0.285 -1.913 -0.0291
H -2.705 -1.429 -0.072 0.1364
H -1.345 -0.240 -2.612 0.0864
H -2.296 0.699 -1.450 0.0947
H -3.088 -0.567 -2.452 0.1002
C 1.279 1.524 0.973 -0.1793
C 0.987 0.210 1.000 -0.0974
N 1.234 -0.543 -0.234 0.1651
N 1.452 2.364 2.034 0.0930
H 1.429 1.997 0.006 0.1295
H 0.662 -0.372 1.845 0.1231
H 0.415 -1.146 -0.516 0.0911
H 1.352 0.095 -1.020 0.1572
H 2.065 -1.131 -0.218 0.1705
H 1.638 1.909 2.911 0.1092
H 2.074 3.139 1.877 0.1085
```

Calculated values
Relative energy (zero: lowest compared OMol25 entry of this formula, charge and spin), kcal per mole: 47.9
Charge: +1
E_LUMO, eV: -3.02
Frontier orbital gap, eV: 9.990

=====

This record from the Open Molecules 2025 dataset describes a molecular structure, C4H11N2O at a distorted geometry. The level of theory is ωB97M-V/def2-TZVPD.

XYZ file:
```
18
Properties=species:S:1:pos:R:3:lowdin_charge:R:1
C -0.084 -2.143 0.551 -0.0792
C 0.470 -0.856 0.124 -0.3739
C -0.812 0.224 -0.223 -0.0150
C -0.305 1.543 -0.777 -0.3643
N -1.103 2.390 -1.308 0.2790
O 0.873 1.935 -0.295 0.0388
N 1.504 -0.214 1.010 0.0526
H 0.290 -3.184 0.374 0.1187
H -0.457 -1.864 1.557 0.1051
H -1.036 -2.274 0.017 0.0817
H 0.912 -0.937 -0.911 0.1552
H -1.349 0.236 0.738 0.1368
H -1.489 -0.433 -0.852 0.1384
H -1.964 2.087 -1.609 0.1185
H -0.880 3.350 -1.390 0.1512
H 2.464 -0.094 0.613 0.1417
H 1.156 1.064 0.580 0.1617
H 1.810 -0.830 1.801 0.1530
```

Calculated values
Relative energy (zero: lowest compared OMol25 entry of this formula, charge and spin), kcal per mole: 55.4
Charge: +1
E_LUMO, eV: -3.51
Frontier orbital gap, eV: 11.538

=====

This record from the Open Molecules 2025 dataset describes a gas-phase ion, C4H11N2O (charge +2) at a distorted geometry. The level of theory is ωB97M-V/def2-TZVPD.

XYZ file:
```
18
Properties=species:S:1:pos:R:3:lowdin_charge:R:1
N -0.623 -2.001 -1.886 0.2298
C 0.152 -1.088 -1.004 -0.0262
C -0.669 -0.841 0.261 -0.3454
N -0.281 0.097 1.216 0.2423
C 0.821 0.968 1.189 -0.1325
C 0.407 2.487 0.991 0.0416
O -1.711 -1.407 0.423 0.2423
H -1.511 -1.589 -2.194 0.1958
H -0.086 -2.194 -2.742 0.2005
H -0.814 -2.903 -1.435 0.1948
H 0.336 -0.146 -1.512 0.1554
H 1.122 -1.548 -0.800 0.1666
H -0.901 0.115 2.034 0.2177
H 1.511 0.704 0.394 0.1339
H 1.322 0.904 2.161 0.1788
H -0.324 2.766 1.739 0.0965
H 1.313 3.062 1.149 0.1111
H -0.062 2.615 0.016 0.0970
```

Calculated values
Relative energy (zero: lowest compared OMol25 entry of this formula, charge and spin), kcal per mole: 9.5
Expectation value of S²: 0.77
Charge: +2
E_LUMO (alpha / beta), eV: -8.02 / -13.00
Frontier orbital gap (alpha / beta), eV: 12.739 / 7.828
Spin multiplicity: 2

=====

This record from the Open Molecules 2025 dataset describes a gas-phase ion, C4H11N2O2 (charge -1) at a distorted geometry. The level of theory is ωB97M-V/def2-TZVPD.

XYZ file:
```
19
Properties=species:S:1:pos:R:3:lowdin_charge:R:1
N -1.674 1.315 0.884 -0.0303
C -1.013 0.007 0.637 -0.2397
C 0.435 0.271 0.096 -0.3719
C 0.381 0.814 -1.349 -0.1851
O 1.219 2.039 -1.339 -0.1344
N 1.381 -0.802 0.236 -0.0433
C 0.819 -2.220 0.003 -0.5271
O -0.029 -2.617 0.950 -0.3543
H -1.523 1.673 1.818 0.0464
H -2.677 1.220 0.781 0.0411
H -1.634 -0.439 -0.141 0.1017
H -1.045 -0.658 1.484 0.0808
H 0.746 1.139 0.717 0.1286
H 0.962 0.304 -2.112 0.1031
H -0.651 1.054 -1.675 0.1063
H 0.578 2.739 -1.193 0.0516
H 1.709 -0.808 1.196 0.0774
H 0.349 -2.094 -1.017 0.0817
H 1.667 -2.937 0.022 0.0674
```

Calculated values
Relative energy (zero: lowest compared OMol25 entry of this formula, charge and spin), kcal per mole: 85.1
SMILES: NC[C@H](CO)NC[O-]
Charge: -1
E_LUMO, eV: 3.81
Frontier orbital gap, eV: 6.321

=====

This record from the Open Molecules 2025 dataset describes 2 unconnected molecules or ions with the total composition C4H11N2O2 at a distorted geometry. The level of theory is ωB97M-V/def2-TZVPD.

XYZ file:
```
19
Properties=species:S:1:pos:R:3:lowdin_charge:R:1
C 1.475 -0.121 -2.616 -0.1270
C 0.412 0.176 -1.581 -0.3403
N -0.937 -0.350 -1.848 -0.1318
C -1.977 0.364 -1.010 -0.1243
H 2.474 0.201 -2.309 0.0585
H 1.297 0.377 -3.571 0.0485
H 1.599 -1.207 -2.832 0.0645
H 0.327 1.258 -1.493 0.0959
H 0.764 -0.150 -0.543 0.0863
H -0.979 -1.337 -1.577 0.0860
H -2.896 -0.187 -1.162 0.0543
H -1.711 0.397 0.062 0.0642
H -2.006 1.373 -1.426 0.0638
N -0.216 0.239 3.077 0.0581
C 0.303 -0.057 1.740 -0.8234
O 0.266 -1.267 1.401 -0.1013
O 0.721 0.948 1.084 -0.1267
H -0.152 -0.616 3.657 0.0595
H 0.179 1.055 3.505 0.0354
```

Calculated values
Relative energy (zero: lowest compared OMol25 entry of this formula, charge and spin), kcal per mole: 22.0
Charge: -1
E_LUMO, eV: 4.21
Frontier orbital gap, eV: 8.265

=====

This record from the Open Molecules 2025 dataset describes a gas-phase ion, C4H11N2O2 (charge +1) at a distorted geometry. The level of theory is ωB97M-V/def2-TZVPD.

XYZ file:
```
19
Properties=species:S:1:pos:R:3:lowdin_charge:R:1
N -1.792 -0.997 -1.803 0.2099
C -0.935 -0.223 -0.814 -0.0326
C 0.423 -0.849 -0.898 -0.4466
O 0.586 -1.802 -1.650 0.0585
N 1.326 -0.778 0.116 0.1011
C 1.579 0.472 0.903 -0.1372
C 0.559 1.101 1.847 -0.2107
O -0.411 1.734 0.986 -0.1023
H -1.151 -1.496 -2.445 0.1530
H -2.284 -0.295 -2.354 0.1739
H -2.361 -1.688 -1.339 0.1707
H -0.901 0.801 -1.168 0.1386
H -1.331 -0.381 0.178 0.1408
H 2.117 -1.397 0.060 0.1536
H 2.303 0.220 1.691 0.1304
H 2.042 1.158 0.199 0.1304
H 1.084 1.914 2.347 0.1267
H 0.203 0.349 2.564 0.1323
H -1.056 2.157 1.580 0.1096
```

Calculated values
Relative energy (zero: lowest compared OMol25 entry of this formula, charge and spin), kcal per mole: 36.4
SMILES: [NH3+]CC(=O)NCCO
Charge: +1
E_LUMO, eV: -3.46
Frontier orbital gap, eV: 10.406

=====

This record from the Open Molecules 2025 dataset describes a gas-phase ion, C4H11N2S (charge +1) at a distorted geometry. The level of theory is ωB97M-V/def2-TZVPD.

XYZ file:
```
18
Properties=species:S:1:pos:R:3:lowdin_charge:R:1
C 0.526 -2.433 -1.452 -0.1052
C 0.159 -1.444 -0.431 -0.6599
S -0.941 -1.915 0.862 0.8466
C 0.819 -0.232 -0.415 -0.1077
N 0.664 0.903 0.553 0.0530
C -0.468 1.924 0.317 -0.1883
N -0.824 2.692 1.454 0.0632
H 1.171 -3.200 -0.976 0.1174
H -0.402 -2.945 -1.763 0.0910
H 0.839 -1.920 -2.360 0.0970
H -1.164 -3.174 0.380 -0.0744
H 1.605 -0.045 -1.067 0.1005
H 1.653 1.226 0.495 0.1914
H 0.233 0.581 1.419 0.1369
H -1.202 1.185 0.178 0.1038
H -0.202 2.565 -0.588 0.1673
H -1.808 2.624 1.762 0.1208
H -0.658 3.607 1.631 0.0464
```

Calculated values
Relative energy (zero: lowest compared OMol25 entry of this formula, charge and spin), kcal per mole: 44.4
SMILES: C/C(S)=C/[NH2+]CN
Charge: +1
E_LUMO, eV: -3.06
Frontier orbital gap, eV: 9.951

=====

This record from the Open Molecules 2025 dataset describes a gas-phase ion, C4H11N2S (charge +1) at a distorted geometry. The level of theory is ωB97M-V/def2-TZVPD.

XYZ file:
```
18
Properties=species:S:1:pos:R:3:lowdin_charge:R:1
C 0.879 -0.405 0.808 -0.2749
C -0.692 -0.882 1.111 -0.0902
C -1.272 0.196 -1.009 -0.5379
C 1.939 1.058 -0.669 -0.1240
N 0.857 0.812 0.251 -0.0624
N -1.337 -1.001 -0.244 -0.0638
S -2.199 1.575 -0.532 0.8557
H 1.408 -0.308 1.835 0.1758
H 1.346 -1.136 0.055 0.1386
H -0.741 -1.873 1.706 0.1647
H -1.000 0.100 1.518 0.0813
H -0.776 0.198 -1.986 0.0945
H 2.174 2.183 -0.896 0.1287
H 2.928 0.597 -0.433 0.0999
H 1.769 0.530 -1.564 0.0554
H -1.050 -1.900 -0.796 0.2317
H -2.376 -1.173 0.023 0.2067
H -1.857 1.431 0.822 -0.0798
```

Calculated values
Relative energy (zero: lowest compared OMol25 entry of this formula, charge and spin), kcal per mole: 123.9
Charge: +1
E_LUMO (alpha / beta), eV: -4.77 / -4.30
Frontier orbital gap (alpha / beta), eV: 8.348 / 8.271

=====

This record from the Open Molecules 2025 dataset describes a gas-phase ion, C4H11N2S (charge +1) at a distorted geometry. The level of theory is ωB97M-V/def2-TZVPD.

XYZ file:
```
18
Properties=species:S:1:pos:R:3:lowdin_charge:R:1
C -2.412 -0.789 0.410 -0.0628
C -1.868 -0.272 -0.997 -0.1899
C -0.428 -0.522 -0.779 -0.2160
N 0.188 0.277 -0.022 0.0154
C 1.580 0.089 0.259 -0.7015
N 2.060 1.301 1.211 0.1101
S 2.871 -0.089 -0.994 0.7767
H -2.711 -1.840 0.198 0.0827
H -1.621 -0.777 1.154 0.0552
H -3.429 -0.316 0.578 0.1010
H -1.979 0.816 -1.230 0.1285
H -2.198 -0.808 -1.864 0.0993
H 0.012 -1.451 -1.271 0.1656
H 1.691 -0.685 1.079 0.1288
H 2.235 2.124 0.559 0.1625
H 2.839 1.168 1.890 0.1593
H 1.205 1.469 1.905 0.2063
H 1.966 0.306 -2.088 -0.0211
```

Calculated values
Relative energy (zero: lowest compared OMol25 entry of this formula, charge and spin), kcal per mole: 49.6
SMILES: CC/C=N/[C@H]([NH3+])S
Charge: +1
E_LUMO, eV: -3.49
Frontier orbital gap, eV: 10.585

=====

This record from the Open Molecules 2025 dataset describes 2 unconnected molecules or ions with the total composition C4H11N2S at a distorted geometry. The level of theory is ωB97M-V/def2-TZVPD.

XYZ file:
```
18
Properties=species:S:1:pos:R:3:lowdin_charge:R:1
C 0.484 1.487 0.104 -0.3165
C 1.583 0.586 0.513 -0.3467
C 2.603 0.147 -0.378 -0.0047
C -2.268 0.994 1.204 -0.3942
N -0.403 -2.332 -1.170 0.1808
N 1.673 -0.710 -0.223 0.1124
S -1.225 0.581 -0.169 0.7951
H 0.219 2.262 0.761 0.0642
H 0.781 1.869 -0.861 0.0774
H 1.984 0.523 1.527 0.1388
H -1.118 -2.356 -0.369 0.1506
H 3.504 0.491 -0.850 0.1391
H -2.686 1.965 0.887 0.0553
H -3.077 0.293 1.195 0.0356
H -1.667 0.880 2.010 -0.0007
H -0.842 -1.703 -1.768 0.0421
H 0.522 -1.809 -0.694 0.1088
H -0.068 -3.168 -1.718 0.1627
```

Calculated values
Relative energy (zero: lowest compared OMol25 entry of this formula, charge and spin), kcal per mole: 70.4
Charge: +1
E_LUMO, eV: -3.19
Frontier orbital gap, eV: 9.235

=====

This record from the Open Molecules 2025 dataset describes 2 unconnected molecules or ions with the total composition C4H11N3. The level of theory is ωB97M-V/def2-TZVPD.

XYZ file:
```
18
Properties=species:S:1:pos:R:3:lowdin_charge:R:1
H -2.061 0.856 2.610 0.0256
N -1.726 0.907 1.654 0.0523
C -2.551 0.349 0.863 -0.4024
N -2.340 0.305 -0.483 0.0739
H -3.483 -0.125 1.177 0.1105
H -2.918 -0.308 -1.028 0.0819
H -1.393 0.437 -0.805 0.0553
C 0.373 -1.796 -0.082 -0.0658
N 0.564 -0.695 -0.658 -0.0587
C 1.465 0.254 -0.012 -0.3126
C 2.496 0.764 -1.007 -0.1036
H 0.864 -2.069 0.862 0.0774
H -0.304 -2.522 -0.524 0.0649
H 0.859 1.095 0.327 0.0945
H 1.929 -0.189 0.878 0.1014
H 3.190 1.438 -0.507 0.0682
H 3.050 -0.042 -1.482 0.0672
H 1.987 1.340 -1.782 0.0699
```

Calculated values
Relative energy (zero: lowest compared OMol25 entry of this formula, charge and spin), kcal per mole: 39.5
SMILES: [H]/N=C/N.C=NCC
E_LUMO, eV: 1.02
Frontier orbital gap, eV: 10.114